# 1
C4H8Cl4F6Mg2N3O12S6 | ωB97M-V/def2-TZVPD

Energy relative to the best compared isomer or geometry (same formula, charge and spin) (kJ/mol): 468.6
E_HOMO (hartree): -0.447

Geometry as ORCA input:
```
! wB97M-V def2-TZVPD RIJCOSX def2/J DEFGRID3
* xyz 1 1
Mg 2.315 1.590 -0.876
Mg -2.274 -0.650 -0.480
N 0.870 1.799 -1.979
S -0.693 2.252 -1.774
O -1.419 1.104 -1.217
O -1.333 3.235 -2.565
F -0.433 3.030 -0.429
S 0.668 1.528 -3.544
O 0.807 2.702 -4.352
O -0.150 0.432 -3.960
F 2.125 0.817 -3.614
N -0.807 -0.935 0.596
S 0.303 0.062 1.394
O 1.367 0.696 0.602
O 0.656 -0.183 2.738
F -0.734 1.229 1.493
S -0.227 -2.339 1.134
O -0.869 -2.759 2.347
O 1.117 -2.676 0.823
F -0.984 -3.265 0.041
N 3.875 4.247 2.124
S 2.502 4.225 1.220
O 2.458 3.098 0.281
O 1.757 5.402 0.938
F 1.504 3.556 2.311
S 4.424 5.679 1.702
O 3.993 6.736 2.565
O 4.600 5.933 0.295
F 5.906 5.341 2.234
Cl -1.926 -5.232 4.412
C -3.108 -4.156 5.155
C -2.814 -2.674 4.866
Cl -3.916 -1.964 3.652
H -3.025 -4.338 6.226
H -4.142 -4.417 4.940
H -1.811 -2.510 4.489
H -2.884 -2.029 5.740
Cl -0.717 -3.329 -2.859
C -1.272 -3.628 -4.534
C -0.864 -2.552 -5.517
Cl 0.885 -2.417 -5.746
H -2.356 -3.718 -4.477
H -0.875 -4.622 -4.724
H -1.202 -1.576 -5.171
H -1.294 -2.724 -6.502
*
```

=====

# 2
C4H8ClF | ωB97M-V/def2-TZVPD

Energy relative to the best compared isomer or geometry (same formula, charge and spin) (kJ/mol): 95.3
E_HOMO (hartree): -0.395
Structure (SMILES): CC(C)(Cl)CF

Geometry as ORCA input:
```
! wB97M-V def2-TZVPD RIJCOSX def2/J DEFGRID3
* xyz 0 1
C 0.244 -0.419 1.286
C -0.187 0.407 0.056
C -1.301 -0.319 -0.666
Cl -0.575 2.042 0.257
C 1.044 0.378 -0.755
F 2.086 1.050 -0.056
H -0.488 -0.261 2.180
H 0.377 -1.455 1.074
H 1.186 -0.174 1.696
H -2.211 -0.227 -0.153
H -1.000 -1.324 -0.548
H -1.298 0.016 -1.653
H 0.809 0.907 -1.656
H 1.314 -0.621 -1.060
*
```

=====

# 3
C4H8ClN | ωB97M-V/def2-TZVPD

Energy relative to the best compared isomer or geometry (same formula, charge and spin) (kJ/mol): 348.0
E_HOMO (hartree): -0.344

Geometry as ORCA input:
```
! wB97M-V def2-TZVPD RIJCOSX def2/J DEFGRID3
* xyz 0 1
C -0.053 -0.352 1.512
C 0.549 0.315 0.295
C 0.662 -0.454 -1.065
C -0.725 0.060 -1.207
H -0.367 0.244 2.190
H -0.904 -0.929 1.236
H 1.577 0.687 0.616
H 0.887 -1.629 -1.042
H 1.272 0.228 -1.782
H -1.243 0.086 -2.407
H -1.746 -0.246 -0.603
H -0.953 2.059 0.110
N -0.201 1.364 -0.373
Cl 1.245 -1.433 2.520
*
```

=====

# 4
C4H8ClN | ωB97M-V/def2-TZVPD

Energy relative to the best compared isomer or geometry (same formula, charge and spin) (kJ/mol): 191.5
E_HOMO (hartree): -0.350
Structure (SMILES): C=C(Cl)CCN

Geometry as ORCA input:
```
! wB97M-V def2-TZVPD RIJCOSX def2/J DEFGRID3
* xyz 0 1
C -1.453 1.894 0.558
C -0.215 1.333 0.588
Cl 1.098 2.385 0.090
C 0.243 -0.127 0.736
C 0.823 -0.753 -0.476
N 0.757 -2.282 -0.645
H -2.310 1.298 0.763
H -1.863 2.762 0.045
H -0.702 -0.602 0.868
H 0.771 -0.416 1.693
H 1.776 -0.132 -0.583
H 0.105 -0.409 -1.177
H -0.340 -2.523 -1.042
H 1.309 -2.428 -1.420
*
```

=====

# 5
C4H8ClN2P | ωB97M-V/def2-TZVPD

Energy relative to the best compared isomer or geometry (same formula, charge and spin) (kJ/mol): 293.7
E_HOMO (hartree): -0.291

Geometry as ORCA input:
```
! wB97M-V def2-TZVPD RIJCOSX def2/J DEFGRID3
* xyz 0 1
C 0.291 -0.856 -0.216
C -0.919 -1.481 0.536
C 1.481 -1.682 -0.592
C -1.269 2.929 -0.435
N 0.063 0.342 -0.655
N -1.147 0.719 -0.445
P -2.050 0.038 0.817
Cl -3.683 -0.473 -0.396
H -1.146 -2.365 -0.039
H -0.624 -1.847 1.533
H 1.658 -2.415 0.188
H 2.340 -1.119 -0.406
H 1.420 -2.309 -1.426
H -0.209 3.294 -0.405
H -1.723 3.044 -1.461
H -1.889 3.236 0.465
*
```

=====

# 6
C4H8ClN3 | ωB97M-V/def2-TZVPD

Energy relative to the best compared isomer or geometry (same formula, charge and spin) (kJ/mol): 395.1
E_HOMO (hartree): -0.317
Structure (SMILES): [H]/N=C\NN1C[C@@H]1CCl

Geometry as ORCA input:
```
! wB97M-V def2-TZVPD RIJCOSX def2/J DEFGRID3
* xyz 0 1
H 3.230 -1.928 -0.905
N 2.224 -2.497 -1.122
C 1.162 -1.842 -0.812
N 0.884 -0.841 0.112
N -0.484 -0.693 0.615
C -1.516 -0.141 -0.317
C -0.954 0.713 0.696
C -0.216 2.016 0.519
Cl -1.574 3.260 0.435
H 0.145 -2.109 -1.267
H 1.504 -0.619 0.994
H -2.418 -0.653 -0.136
H -1.165 -0.057 -1.366
H -1.577 1.140 1.528
H 0.310 2.297 1.437
H 0.444 1.953 -0.412
*
```

=====

# 7
C4H8ClNO | ωB97M-V/def2-TZVPD

Energy relative to the best compared isomer or geometry (same formula, charge and spin) (kJ/mol): 331.6
E_HOMO (hartree): -0.330
Structure (SMILES): C#CN[C@@H](C)O.Cl

Geometry as ORCA input:
```
! wB97M-V def2-TZVPD RIJCOSX def2/J DEFGRID3
* xyz 0 1
C 0.387 -2.578 -0.518
C 0.279 -1.379 -0.608
N -0.490 -0.394 -1.056
C -0.650 0.859 -0.332
C -0.842 0.827 1.220
O 0.376 1.770 -0.622
H 1.006 -3.391 -0.488
H -0.956 -0.497 -1.940
H -1.592 1.198 -0.893
H -0.582 1.777 1.617
H -0.327 -0.039 1.528
H -1.916 0.704 1.330
H 1.224 1.668 -0.124
Cl 2.428 -0.107 0.909
H 1.655 -0.419 -0.025
*
```

=====

# 8
C4H8ClNO | ωB97M-V/def2-TZVPD

Energy relative to the best compared isomer or geometry (same formula, charge and spin) (kJ/mol): 376.2
E_HOMO (alpha / beta) (hartree): -0.285 / -0.254

Geometry as ORCA input:
```
! wB97M-V def2-TZVPD RIJCOSX def2/J DEFGRID3
* xyz 0 1
C -1.902 -0.151 -0.919
C 0.703 1.402 1.313
C 1.085 0.023 0.774
C 0.915 -0.028 -0.685
N -1.751 -1.397 -1.167
O -2.521 0.771 -0.503
Cl 1.201 -1.538 -1.468
H 0.286 1.048 2.274
H 1.391 2.260 1.474
H -0.158 1.694 0.742
H 0.389 -0.719 1.159
H 2.116 -0.140 0.942
H 1.370 0.699 -1.360
H -0.678 -1.832 -1.426
H -2.445 -2.093 -1.149
*
```

=====

# 9
C4H8ClNO | ωB97M-V/def2-TZVPD

Energy relative to the best compared isomer or geometry (same formula, charge and spin) (kJ/mol): 258.9
E_HOMO (hartree): -0.359
Structure (SMILES): C/C(O)=N\Cl.C=C

Geometry as ORCA input:
```
! wB97M-V def2-TZVPD RIJCOSX def2/J DEFGRID3
* xyz 0 1
C 1.772 -1.530 0.710
C 1.261 -0.812 -0.521
O 0.717 -1.728 -1.385
N 1.211 0.407 -0.878
Cl 1.981 1.610 -0.009
H 1.996 -0.704 1.334
H 1.054 -2.122 1.149
H 2.556 -2.150 0.492
H 0.331 -1.156 -2.028
C -2.638 1.084 -0.246
C -1.727 1.555 0.604
H -2.804 1.805 -1.023
H -2.969 0.086 -0.214
H -1.429 2.491 0.514
H -1.312 1.165 1.501
*
```

=====

# 10
C4H8CoF3O5S | ωB97M-V/def2-TZVPD

Energy relative to the best compared isomer or geometry (same formula, charge and spin) (kJ/mol): 110.1
E_HOMO (alpha / beta) (hartree): -0.479 / -0.473
<S²>: 3.759

Geometry as ORCA input:
```
! wB97M-V def2-TZVPD RIJCOSX def2/J DEFGRID3
* xyz 1 4
O -1.305 0.184 -0.754
O -2.128 1.773 1.120
C -1.268 1.759 2.171
O -0.890 0.358 2.324
C 0.077 0.012 3.294
Co -2.004 -0.168 0.887
H -1.722 2.073 3.130
H -0.339 2.321 1.959
H 0.317 -1.046 3.152
H 0.993 0.598 3.132
H -0.334 0.205 4.295
S 0.164 -0.164 -1.508
O 1.055 0.970 -1.372
O -0.081 -0.748 -2.945
C 0.937 -1.621 -0.619
F 1.697 -1.182 0.355
F -0.032 -2.356 -0.086
F 1.648 -2.356 -1.439
C 0.681 -0.233 -4.072
H 0.200 -0.667 -4.950
H 1.720 -0.572 -4.003
H 0.617 0.860 -4.071
*
```

=====

# 11
C4H8CsO2S | ωB97M-V/def2-TZVPD

Energy relative to the best compared isomer or geometry (same formula, charge and spin) (kJ/mol): 54.9
E_HOMO (hartree): -0.498

Geometry as ORCA input:
```
! wB97M-V def2-TZVPD RIJCOSX def2/J DEFGRID3
* xyz 1 1
Cs -3.193 1.033 -3.870
C 0.662 -1.087 1.014
C 1.567 0.110 0.397
C 0.622 1.314 0.119
S -1.039 0.592 -0.274
O -1.145 0.697 -1.734
O -2.042 1.078 0.595
C -0.645 -1.170 0.193
H 0.393 -0.993 2.066
H 1.066 -2.098 0.959
H 1.761 -0.300 -0.595
H 2.529 0.311 0.868
H 0.899 1.965 -0.710
H 0.599 1.869 1.057
H -0.495 -1.727 -0.732
H -1.539 -1.595 0.648
*
```

=====

# 12
C4H8F2N | ωB97M-V/def2-TZVPD

Energy relative to the best compared isomer or geometry (same formula, charge and spin) (kJ/mol): 348.2
E_HOMO (alpha / beta) (hartree): -0.514 / -0.451

Geometry as ORCA input:
```
! wB97M-V def2-TZVPD RIJCOSX def2/J DEFGRID3
* xyz 1 1
C 0.352 0.215 -0.682
C -0.449 1.524 2.932
C -0.010 -1.000 -1.198
C -0.312 -1.307 -2.584
N 0.628 0.354 0.651
F 0.778 1.535 3.446
F -0.039 -1.971 -0.385
H 0.399 1.129 -1.248
H -1.236 0.945 3.561
H -0.168 -0.565 -3.287
H -1.399 -1.499 -2.567
H 0.042 -2.276 -2.704
H 0.687 -0.549 1.018
H -0.612 2.335 2.207
H 1.339 1.129 0.839
*
```

=====

Please write out number 12 again, unchanged.
C4H8F2N | ωB97M-V/def2-TZVPD

Energy relative to the best compared isomer or geometry (same formula, charge and spin) (kJ/mol): 348.2
E_HOMO (alpha / beta) (hartree): -0.514 / -0.451

Geometry as ORCA input:
```
! wB97M-V def2-TZVPD RIJCOSX def2/J DEFGRID3
* xyz 1 1
C 0.352 0.215 -0.682
C -0.449 1.524 2.932
C -0.010 -1.000 -1.198
C -0.312 -1.307 -2.584
N 0.628 0.354 0.651
F 0.778 1.535 3.446
F -0.039 -1.971 -0.385
H 0.399 1.129 -1.248
H -1.236 0.945 3.561
H -0.168 -0.565 -3.287
H -1.399 -1.499 -2.567
H 0.042 -2.276 -2.704
H 0.687 -0.549 1.018
H -0.612 2.335 2.207
H 1.339 1.129 0.839
*
```

=====

Among the records above, which one has the lowest energy relative to the best compared isomer or geometry (same formula, charge and spin)? C4H8CsO2S

=====

energy relative to the best compared isomer or geometry (same formula, charge and spin) of number 3 (C4H8ClN)? 348.0 kJ/mol

=====

Which value of energy relative to the best compared isomer or geometry (same formula, charge and spin) does entry 5 give? 293.7 kJ/mol